1.
Here is 2 unconnected molecules or ions with the total composition C23H21F5INO4PS from the OMol25 dataset. Energies are from ωB97M-V with the def2-TZVPD basis set.

Atoms and positions in Å:
C 2.698 -2.895 0.961
C 1.522 -3.081 1.231
C -0.002 -3.162 1.568
C -0.910 -2.129 0.762
N -1.416 -1.098 1.763
C -0.956 0.242 1.205
I 1.018 0.438 2.067
C -1.102 0.004 -0.392
S -2.985 -0.049 -0.536
P -0.613 1.467 -1.502
C -2.098 2.401 -2.177
C 0.413 2.760 -0.603
C -0.313 -1.378 -0.519
C -0.496 -2.286 -1.799
F -1.623 -1.987 -2.581
F -0.672 -3.649 -1.368
C 0.746 -2.312 -2.771
C 0.677 -1.353 -3.946
C 1.788 -1.332 -4.960
C 2.989 -2.240 -4.845
C 3.017 -3.161 -3.660
C 4.266 -4.133 -3.549
F 5.439 -3.446 -3.819
F 4.165 -5.183 -4.485
F 4.264 -4.725 -2.279
C 1.917 -3.215 -2.631
H 3.676 -2.566 0.535
H -0.326 -4.211 1.256
H -0.157 -3.114 2.692
H -1.884 -2.666 0.516
H -0.975 -1.093 2.700
H -2.417 -1.195 2.000
H -1.680 1.071 1.513
H -3.485 0.942 0.284
H -2.859 2.709 -1.383
H -1.684 3.392 -2.569
H -2.582 1.904 -3.071
H 0.238 3.773 -1.093
H -0.008 2.873 0.461
H 1.505 2.491 -0.539
H 0.794 -1.118 -0.510
H -0.221 -0.677 -4.079
H 1.717 -0.631 -5.847
H 3.790 -2.215 -5.634
H 2.001 -3.939 -1.773
C -0.179 4.713 4.215
C -0.682 4.040 3.142
C -2.077 3.442 3.372
O -2.728 2.849 2.480
C -2.667 3.559 4.691
C -2.161 4.227 5.787
C -0.811 4.915 5.523
O -0.230 5.619 6.345
O -2.669 4.328 6.925
O -0.152 3.855 2.008
H 0.800 5.175 4.135
H -3.621 3.048 4.782

Output
Maximum force = 3.968 eV/Å
Gap between HOMO and LUMO = 0.141 Eh
E_tot = -2781.0575 hartree
Total charge = -1

***

2.
Here is a molecular structure, C23H21IrN12 from the OMol25 dataset. Energies are from ωB97M-V with the def2-TZVPD basis set.

Atoms and positions in Å:
Ir -0.131 0.098 0.051
C 1.408 -0.168 2.781
N 1.579 -0.499 1.350
C 1.970 -1.924 1.257
C 2.710 0.322 0.832
C 2.702 0.268 -0.655
C 3.878 0.315 -1.390
C 3.846 0.272 -2.773
C 2.618 0.169 -3.407
C 1.445 0.113 -2.664
C 1.444 0.169 -1.263
H 2.354 -0.343 3.300
H 0.651 -0.811 3.222
H 1.129 0.874 2.897
H 2.905 -2.077 1.804
H 2.114 -2.191 0.211
H 1.199 -2.557 1.683
H 3.648 -0.100 1.215
H 2.620 1.339 1.220
H 4.830 0.371 -0.872
H 4.764 0.308 -3.345
H 2.569 0.143 -4.489
H 0.525 0.052 -3.220
N -1.976 0.608 3.078
C -1.297 1.656 2.510
N -1.326 2.872 3.021
N -0.567 3.608 2.191
N -0.108 2.888 1.240
N -0.559 1.609 1.393
C -1.868 -0.689 2.640
N -2.381 -1.727 3.272
N -1.969 -2.780 2.541
N -1.258 -2.393 1.544
N -1.178 -1.037 1.566
H -2.520 0.791 3.903
C -1.360 3.275 -2.626
C -0.914 2.564 -1.506
N -1.056 1.248 -1.393
C -1.606 0.593 -2.449
C -2.101 1.227 -3.587
C -1.971 2.619 -3.659
C -2.678 0.433 -4.639
C -2.656 -0.913 -4.578
C -2.046 -1.583 -3.462
C -1.856 -2.972 -3.400
C -1.215 -3.507 -2.316
C -0.791 -2.669 -1.277
N -0.984 -1.356 -1.301
C -1.571 -0.826 -2.393
H -1.211 4.345 -2.648
H -0.463 3.068 -0.665
H -2.328 3.150 -4.533
H -3.113 0.943 -5.489
H -3.075 -1.514 -5.375
H -2.197 -3.596 -4.217
H -1.030 -4.568 -2.236
H -0.333 -3.064 -0.385

Output
Maximum force = 1.698 eV/Å
Energy relative to the best compared isomer or geometry (same formula, charge and spin) = 191.90 kJ/mol
Gap between HOMO and LUMO = 0.252 Eh
E_tot = -1650.4616 hartree

***

3.
Here is 2 unconnected molecules or ions with the total composition C23H21N3 from the OMol25 dataset. Energies are from ωB97M-V with the def2-TZVPD basis set.

Atoms and positions in Å:
C 2.062 -0.949 -4.138
C 2.928 -0.458 -3.150
C 2.432 0.359 -2.135
C 1.069 0.728 -2.121
C 0.477 1.554 -1.077
N -0.851 1.528 -1.007
C -1.681 2.431 -0.581
C -3.057 2.178 -0.390
N -4.215 2.117 -0.200
C 1.262 2.399 -0.174
C 2.457 3.017 -0.607
C 3.158 3.874 0.241
C 2.645 4.175 1.509
C 1.444 3.597 1.941
C 0.765 2.711 1.107
C 0.219 0.250 -3.137
C 0.706 -0.582 -4.142
H 2.443 -1.619 -4.909
H 3.993 -0.708 -3.165
H 3.089 0.723 -1.344
H -1.377 3.492 -0.491
H 2.822 2.820 -1.616
H 4.107 4.295 -0.095
H 3.183 4.857 2.166
H 1.026 3.823 2.925
H -0.168 2.257 1.444
H -0.831 0.543 -3.117
H 0.021 -0.931 -4.917
C -0.279 -1.039 3.029
N -1.380 -1.170 2.058
C -1.719 -2.484 1.565
C -1.177 -2.915 0.349
C -1.409 -4.223 -0.082
C -2.200 -5.087 0.685
C -2.756 -4.644 1.892
C -2.508 -3.345 2.339
C -1.967 -0.077 1.634
H 0.148 -2.033 3.173
H 0.488 -0.353 2.643
H -0.645 -0.650 3.987
H -0.561 -2.217 -0.225
H -0.971 -4.560 -1.023
H -2.384 -6.106 0.342
H -3.385 -5.307 2.489
H -2.922 -2.979 3.281
H -2.786 -0.163 0.919
H -1.715 0.869 2.122

Output
Maximum force = 2.060 eV/Å
Energy relative to the best compared isomer or geometry (same formula, charge and spin) = 451.12 kJ/mol
Gap between HOMO and LUMO = 0.149 Eh
E_tot = -1053.1599 hartree

***

4.
Here is C23H21N3O4 in the gas phase from the OMol25 dataset. Energies are from ωB97M-V with the def2-TZVPD basis set.

Atoms and positions in Å:
C 0.746 4.751 4.339
C 0.262 3.519 5.093
H -0.238 2.842 4.396
H -0.467 3.819 5.850
C 1.413 2.773 5.780
C 2.386 2.220 4.778
C 2.067 1.090 4.039
C 2.928 0.582 3.080
C 4.142 1.214 2.846
C 4.478 2.345 3.587
C 3.608 2.837 4.538
H 3.883 3.717 5.101
H 5.426 2.821 3.395
O 5.081 0.808 1.928
C 4.765 -0.258 1.072
C 3.620 0.051 0.164
N 2.568 -0.676 -0.038
C 1.844 0.065 -0.936
N 2.447 1.184 -1.253
O 3.605 1.183 -0.543
C 0.557 -0.348 -1.448
C -0.138 0.463 -2.345
C -1.372 0.069 -2.812
C -1.938 -1.138 -2.394
C -1.240 -1.952 -1.502
C -0.004 -1.555 -1.036
H 0.543 -2.175 -0.343
H -1.675 -2.883 -1.182
N -3.192 -1.471 -2.895
C -3.961 -2.573 -2.635
O -3.654 -3.492 -1.904
C -5.247 -2.543 -3.350
C -6.268 -3.459 -3.339
C -7.269 -2.944 -4.190
C -6.789 -1.757 -4.657
O -5.572 -1.502 -4.159
H -7.207 -1.029 -5.324
H -8.212 -3.392 -4.423
H -6.282 -4.375 -2.787
H -3.593 -0.794 -3.532
H -1.912 0.698 -3.506
H 0.305 1.394 -2.660
H 4.532 -1.178 1.622
H 5.667 -0.416 0.472
H 2.635 -0.297 2.529
H 1.125 0.589 4.210
H 0.997 1.955 6.373
H 1.929 3.457 6.457
H 1.233 5.447 5.018
H -0.091 5.261 3.867
H 1.458 4.468 3.567

Output
Maximum force = 1.327 eV/Å
Energy relative to the best compared isomer or geometry (same formula, charge and spin) = 259.29 kJ/mol
Gap between HOMO and LUMO = 0.317 Eh
E_tot = -1354.2602 hartree
SMILES string = CCCc1ccc(OCc2nc(-c3ccc(NC(=O)c4ccco4)cc3)no2)cc1

***

Number 1: HOMO -0.0999 Ha. Number 2: HOMO -0.2863 Ha. Number 3: HOMO -0.1982 Ha. Number 4: HOMO -0.3088 Ha.